Computed, not measured: 3 unconnected molecules or ions with the total composition C4H12O2 at a distorted geometry, with ωB97M-V with the def2-TZVPD basis set.

The geometry in XYZ format:
```
18
Properties=species:S:1:pos:R:3:forces:R:3
C -0.4874 -1.7886 -1.1255 0.079 -0.020 0.854
C -0.4928 -1.0068 -0.0510 0.792 0.165 -1.248
C 0.4940 0.1038 0.2055 0.220 -0.292 0.524
C 0.3384 1.4518 -0.4962 -0.481 0.125 0.090
H -1.1325 -2.6609 -1.0941 0.031 0.109 -0.604
H 0.2521 -1.6315 -1.9024 -0.213 -0.202 -0.193
H -1.1613 -1.2411 0.7362 -0.724 -0.081 0.681
H 1.4901 -0.2847 0.0236 0.251 -0.120 -0.171
H 0.4576 0.2254 1.2808 0.103 0.417 0.316
H 0.4681 2.2873 0.1919 -0.023 -0.054 0.044
H -0.6498 1.5253 -0.9302 -0.334 0.161 -0.060
H 1.0333 1.6141 -1.3069 0.301 -0.205 -0.231
O -5.5796 0.3097 -2.8268 0.074 0.552 0.383
H -4.9392 1.0200 -2.9525 0.154 -0.201 -0.341
H -6.0162 0.6262 -2.0259 -0.227 -0.354 -0.041
O 5.0928 -0.0561 4.3826 0.293 -0.015 0.232
H 6.0323 -0.2908 4.4103 -0.398 0.067 -0.139
H 4.8002 -0.2032 3.4806 0.103 -0.053 -0.095
```
Forces are in eV/Å.

Its SMILES is C=CCC.O.O. Its molar mass is 92.138 g mol⁻¹. The value obtained for the LUMO energy is 0.75 eV. As for the energy above the lowest of the compared OMol25 structures with the same formula, charge and spin: 25.1 kcal per mole. For the total energy, the calculation gives -310.0329 hartree. For the HOMO-LUMO gap, the calculation gives 10.423 eV. The value obtained for the maximum force is 1.5 eV/Å.

Atomic partial charges in e from the Mulliken method, atoms 1 to 4: atom 1 (C): -0.788, atom 2 (C): -0.152, atom 3 (C): -0.519, atom 4 (C): -0.967

Computed, not measured: 2 unconnected molecules or ions with the total composition C9H22INO2P at a distorted geometry, with ωB97M-V with the def2-TZVPD basis set.

The geometry in XYZ format:
```
36
Properties=species:S:1:pos:R:3:forces:R:3
C -3.0105 -1.2603 -3.1472 0.063 0.217 0.260
C -2.1344 -0.3258 -2.3030 -0.162 -0.577 0.120
C -1.7656 -0.8403 -0.9043 -0.117 0.605 -0.850
I -0.9783 -2.8438 -1.0848 -0.095 0.006 0.316
P -0.4303 0.4190 -0.1360 -0.746 0.763 -0.089
C -0.9956 0.0868 1.5996 0.318 -0.577 0.348
C 0.1152 -0.2302 2.6122 -0.704 -0.202 0.321
C 0.6959 -1.6373 2.4239 0.653 -0.016 0.040
N 2.1765 -1.6617 2.3946 -0.119 -0.056 -0.218
C 0.8123 1.7738 0.3021 1.338 -0.869 -0.037
C 2.2039 1.2509 0.4130 -1.903 1.287 -0.732
C 2.8204 0.7019 -0.9954 0.996 -1.247 1.505
O 3.1814 1.9611 -0.1119 1.512 -0.419 0.753
H -3.5992 -0.6595 -3.8379 -0.016 -0.131 -0.236
H -2.4156 -1.9898 -3.6888 0.038 -0.016 -0.159
H -3.6922 -1.8271 -2.5135 -0.149 0.035 0.046
H -2.7124 0.5828 -2.1343 0.171 0.239 0.024
H -1.2383 -0.0520 -2.8624 0.077 0.120 -0.012
H -2.6999 -0.8310 -0.3412 0.043 -0.584 0.278
H -1.1345 1.4059 -0.8732 -0.033 -0.010 0.123
H 0.5559 -0.3662 -0.7875 0.110 0.055 0.109
H -1.6542 -0.7815 1.6063 -0.104 -0.037 -0.176
H -1.5970 0.9078 1.9874 0.076 0.358 -0.375
H 0.8795 0.5360 2.6760 0.178 -0.036 -0.191
H -0.3815 -0.2262 3.5858 0.075 0.168 0.138
H 0.3675 -2.2760 3.2425 -0.123 -0.034 0.046
H 0.3076 -2.0856 1.5096 -0.117 0.017 -0.046
H 2.5458 -2.4103 2.9634 -0.080 -0.027 0.129
H 2.4673 -1.8866 1.4510 0.165 0.156 -0.053
H 0.8816 2.4427 -0.5660 -0.817 0.478 0.136
H 0.6185 2.2890 1.2440 -0.444 0.252 -0.088
H 2.4739 0.6688 1.2939 0.127 -0.394 -0.094
H 3.1354 -0.2323 -0.4137 0.650 0.442 0.075
H 3.7884 0.7478 -1.4928 -0.812 0.285 -1.505
O -0.2093 4.0964 -1.6522 0.074 -0.228 0.154
H 0.6215 4.5527 -1.4593 -0.122 -0.022 -0.057
```
Forces are in eV/Å.

Its molar mass is 334.158 g mol⁻¹. The value obtained for the LUMO energy is 2.28 eV. As for the energy above the lowest of the compared OMol25 structures with the same formula, charge and spin: 13.1 kcal per mole. For the total energy, the calculation gives -1200.1250 hartree. The total charge is -1. For the HOMO-LUMO gap, the calculation gives 4.812 eV. The value obtained for the maximum force is 2.4 eV/Å.

Atomic partial charges in e from the Mulliken method, atoms 1 to 4: atom 1 (C): -1.415, atom 2 (C): -0.511, atom 3 (C): -1.032, atom 4 (I): -0.076

Computed, not measured: C3H6ClF in the gas phase at a distorted geometry, with ωB97M-V with the def2-TZVPD basis set.

The geometry in XYZ format:
```
11
Properties=species:S:1:pos:R:3:forces:R:3
F 1.5925 -0.0913 -0.5737 0.535 3.501 -2.256
C 0.4107 0.7418 -0.9825 0.551 -3.439 -1.983
C -0.5513 -0.1444 -0.3622 -2.275 -2.505 1.128
C 0.0563 -0.4858 1.0062 -4.875 -2.055 2.799
Cl -0.1992 0.7710 2.2859 0.695 0.247 -0.615
H 0.2827 0.6090 -2.0638 0.826 0.342 0.103
H 0.1251 1.7366 -0.7496 1.738 1.359 1.075
H -1.5417 0.3958 -0.2194 0.892 -1.139 -0.260
H -0.6368 -1.1808 -0.9713 -0.086 2.442 1.438
H 0.9289 -1.0237 1.0648 2.752 0.348 -0.197
H -0.4672 -1.3282 1.5657 -0.753 0.898 -1.232
```
Forces are in eV/Å.

Its SMILES is FCCCCl. Its molar mass is 96.532 g mol⁻¹. The value obtained for the LUMO energy is 0.96 eV. As for the energy above the lowest of the compared OMol25 structures with the same formula, charge and spin: 51.2 kcal per mole. For the total energy, the calculation gives -677.8756 hartree. For the HOMO-LUMO gap, the calculation gives 11.180 eV. The value obtained for the maximum force is 6.0 eV/Å.

Atomic partial charges in e from the Mulliken method, atoms 1 to 4: atom 1 (F): -0.327, atom 2 (C): -0.341, atom 3 (C): -0.431, atom 4 (C): -0.590

Computed, not measured: a molecular structure, C7H16N at a distorted geometry, with ωB97M-V with the def2-TZVPD basis set.

The geometry in XYZ format:
```
24
Properties=species:S:1:pos:R:3:forces:R:3
C -1.9203 -0.7479 -1.1625 0.867 3.493 -0.574
C -1.2201 -0.3103 0.2036 0.474 -1.811 -7.201
C -0.8772 1.1224 -0.2543 3.190 -1.059 1.719
C 0.5496 1.3085 -0.8304 0.230 1.053 -1.368
C 1.8871 0.7759 -0.1080 -2.321 -0.498 -1.530
C 2.1259 -0.6817 -0.1671 0.903 0.836 1.459
C 2.1010 -1.4601 0.9412 -1.872 2.675 -0.952
N -2.2266 -0.0786 1.1980 2.742 -1.448 2.234
H -2.1740 -1.7278 -1.1801 -1.031 -3.013 -0.166
H -2.8064 -0.0420 -1.2182 0.561 -1.253 -0.037
H -1.3040 -0.4714 -2.1069 -0.670 -0.679 1.704
H -0.2601 -1.1226 0.4394 -2.724 2.200 -0.828
H -1.0751 1.7220 0.6471 0.418 0.735 0.087
H -1.6052 1.4470 -0.9932 -0.005 0.199 0.143
H 0.6707 2.4204 -0.9121 0.099 -0.959 -0.217
H 0.5466 0.8946 -1.8992 0.202 0.519 1.342
H 1.7044 1.1370 0.9197 -0.361 -0.133 1.365
H 2.7759 1.2379 -0.5063 0.038 0.670 -0.213
H 2.6688 -0.9676 -1.0639 -0.150 -0.491 0.003
H 2.2569 -2.4678 0.8435 0.418 -2.424 0.329
H 1.6508 -0.9960 1.8441 0.760 -0.299 0.071
H -2.5914 -0.9958 1.5182 -0.091 0.453 -0.246
H 0.4075 0.5245 1.9547 0.073 0.229 -0.297
H -1.1548 -0.0826 1.5919 -1.750 1.005 3.174
```
Forces are in eV/Å.

Its molar mass is 114.212 g mol⁻¹. The value obtained for the LUMO energy is -8.87 eV. As for the energy above the lowest of the compared OMol25 structures with the same formula, charge and spin: 249.2 kcal per mole. For the total energy, the calculation gives -330.4315 hartree. The total charge is +1. For the HOMO-LUMO gap, the calculation gives 5.414 eV. The value obtained for the maximum force is 7.4 eV/Å.

Atomic partial charges in e from the Mulliken method, atoms 1 to 4: atom 1 (C): -1.494, atom 2 (C): 0.029, atom 3 (C): -0.981, atom 4 (C): -0.228

Computed, not measured: a gas-phase ion, C7H5F3N3O (charge -1) at a distorted geometry, with ωB97M-V with the def2-TZVPD basis set.

The geometry in XYZ format:
```
19
Properties=species:S:1:pos:R:3:forces:R:3
C 1.4747 -1.0230 0.0149 -0.153 0.138 -0.024
C 0.9480 0.2277 -0.0398 0.156 -0.069 0.045
C 0.5850 -2.1087 0.0236 0.183 -0.286 0.024
C -0.4718 0.4871 -0.0895 0.140 -0.103 -0.024
C -1.2612 -0.7320 -0.0503 1.640 -0.338 0.071
C -3.4235 0.2606 0.0627 0.720 0.204 -0.103
C -4.8874 0.2204 0.0247 -0.999 -0.387 0.075
N -0.7082 -1.9393 -0.0026 -0.095 0.039 0.011
N -0.9393 1.7016 -0.1663 -0.786 0.634 -0.005
N -2.6715 -0.8229 -0.0470 -1.657 0.465 0.066
O -3.1873 -1.9668 -0.1373 -0.305 -0.073 0.006
F -5.4443 -0.5547 -0.9279 0.229 -0.058 -0.137
F -5.4957 -0.1773 1.1859 0.329 -0.085 0.045
F -5.3928 1.4631 -0.1940 0.345 0.198 0.002
H 2.5446 -1.1812 0.0568 0.076 -0.010 -0.001
H 1.5963 1.0981 -0.0301 -0.014 0.032 -0.042
H 0.9398 -3.1315 0.0674 0.081 -0.071 0.000
H -2.9269 1.2131 0.1445 0.112 0.064 -0.058
H -0.1851 2.3869 -0.2133 -0.001 -0.294 0.050
```
Forces are in eV/Å.

Its molar mass is 204.131 g mol⁻¹. The value obtained for the LUMO energy is 3.75 eV. For the total energy, the calculation gives -808.8334 hartree. The total charge is -1. For the HOMO-LUMO gap, the calculation gives 7.138 eV. The value obtained for the maximum force is 1.7 eV/Å.

Atomic partial charges in e from the Mulliken method, atoms 1 to 4: atom 1 (C): -0.259, atom 2 (C): -0.712, atom 3 (C): -0.550, atom 4 (C): 1.039

Computed, not measured: a molecular structure, C6H13N2O at a distorted geometry, with ωB97M-V with the def2-TZVPD basis set.

The geometry in XYZ format:
```
22
Properties=species:S:1:pos:R:3:forces:R:3
C -0.0576 -1.7797 -0.5752 -0.083 0.181 -0.201
C 1.6661 0.1155 -0.6369 0.066 -0.365 -0.875
C 0.2220 -0.3233 -0.9724 -0.221 0.061 -0.125
C -0.1795 0.2808 0.4023 -0.235 -4.771 0.983
C -0.3642 0.1781 -2.2678 0.140 -0.006 0.185
C -1.4416 1.3187 2.1116 -0.225 0.055 0.401
N -0.1294 -1.5964 0.8939 0.319 3.771 -0.409
N 1.2803 0.5375 0.7477 0.440 0.545 0.940
O -1.1331 1.0927 0.7251 0.088 0.393 -0.501
H -0.9928 -2.1245 -1.0188 0.009 0.029 -0.043
H 0.7321 -2.4874 -0.8326 -0.028 0.013 -0.156
H 2.4191 -0.6684 -0.6488 0.025 0.080 0.165
H 1.9966 0.9659 -1.2317 -0.006 0.028 0.195
H 0.0730 -0.3754 -3.0952 0.006 -0.015 -0.142
H -0.1654 1.2372 -2.4111 0.009 0.111 -0.072
H -1.4391 0.0250 -2.2817 -0.108 -0.037 -0.028
H -2.1804 0.5852 2.4378 0.119 -0.008 -0.087
H -1.8695 2.3173 2.1701 0.085 -0.102 -0.014
H -0.5526 1.2484 2.7377 0.039 0.024 -0.032
H -1.0181 -1.9002 1.2730 -0.198 0.016 0.004
H 1.5912 -0.1394 1.4574 -0.188 0.174 -0.088
H 1.5430 1.4925 1.0154 -0.052 -0.175 -0.099
```
Forces are in eV/Å.

Its molar mass is 129.183 g mol⁻¹. The value obtained for the LUMO energy is -3.11 eV. As for the energy above the lowest of the compared OMol25 structures with the same formula, charge and spin: 84.6 kcal per mole. For the total energy, the calculation gives -420.8181 hartree. The total charge is +1. For the HOMO-LUMO gap, the calculation gives 10.068 eV. The value obtained for the maximum force is 4.9 eV/Å.

Atomic partial charges in e from the Mulliken method, atoms 1 to 4: atom 1 (C): -0.727, atom 2 (C): -1.045, atom 3 (C): 1.621, atom 4 (C): 0.094